Entry 1:
The following is a quantum chemistry calculation of 2 unconnected molecules or ions with the total composition C6H14N2O2, from OMol25.

Structure (XYZ):
```
24
Properties=species:S:1:pos:R:3:lowdin_charge:R:1
C -1.90 -0.31 1.19 -0.077
N -1.57 -1.34 0.20 -0.020
C -0.38 -2.09 0.37 -0.525
C 0.13 -2.68 -0.90 -0.004
O 0.12 -2.17 1.46 0.070
H -1.67 0.63 0.71 0.041
H -2.87 -0.48 1.65 0.088
H -1.24 -0.49 2.03 0.081
H -2.26 -1.75 -0.40 0.117
H -0.64 -3.37 -1.27 0.089
H 0.51 -1.96 -1.62 0.069
H 1.00 -3.31 -0.76 0.083
C 0.87 1.29 -2.08 -0.063
N 0.55 1.37 -0.66 -0.003
C 1.51 1.67 0.29 -0.531
C 0.78 1.96 1.56 -0.010
O 2.69 1.80 0.04 0.060
H 0.28 2.06 -2.57 0.083
H 1.91 1.56 -2.29 0.081
H 0.78 0.27 -2.46 0.064
H -0.36 1.11 -0.33 0.070
H -0.28 2.02 1.41 0.050
H 0.94 1.30 2.42 0.093
H 1.10 2.92 2.00 0.092
```

Computed properties:
SMILES	CNC(C)=O.CNC(C)=O
Kohn-Sham gap	10.3	eV
energy above the lowest of the compared OMol25 structures with the same formula, charge and spin	1.516	eV

=====

Entry 2:
The following is a quantum chemistry calculation of 2 unconnected molecules or ions with the total composition C6H14N2O2, from OMol25.

Structure (XYZ):
```
24
Properties=species:S:1:pos:R:3:lowdin_charge:R:1
C -0.85 1.08 -2.04 -0.048
N 0.35 0.42 -1.54 0.000
C 0.69 -0.84 -1.89 -0.563
C 2.00 -1.35 -1.31 -0.002
O -0.01 -1.58 -2.56 0.031
H -1.30 1.54 -1.16 0.065
H -0.66 1.85 -2.78 0.084
H -1.46 0.32 -2.48 0.075
H 1.11 1.00 -1.23 0.124
H 2.19 -0.93 -0.32 0.063
H 1.86 -2.40 -1.13 0.081
H 2.81 -1.05 -1.96 0.079
C -0.12 -1.51 2.03 -0.066
N -0.88 -0.28 2.14 0.009
C -0.37 0.92 1.76 -0.565
C -1.27 2.11 1.94 -0.007
O 0.73 1.02 1.25 0.025
H -0.12 -2.09 2.94 0.085
H -0.38 -2.02 1.09 0.090
H 0.90 -1.26 1.77 0.062
H -1.68 -0.30 2.74 0.131
H -1.59 2.23 2.97 0.082
H -0.73 2.96 1.56 0.082
H -2.18 1.93 1.35 0.083
```

Computed properties:
SMILES	CNC(C)=O.CNC(C)=O
Kohn-Sham gap	9.9	eV
energy above the lowest of the compared OMol25 structures with the same formula, charge and spin	0.712	eV

=====

Entry 3:
The following is a quantum chemistry calculation of C6H14N2O2 in the gas phase, from OMol25.

Structure (XYZ):
```
24
Properties=species:S:1:pos:R:3:lowdin_charge:R:1
N -0.55 3.38 -0.29 -0.038
C 0.26 3.04 0.91 -0.332
C -0.02 1.58 1.32 -0.235
C 0.18 0.58 0.15 -0.220
C 0.06 -0.99 0.55 -0.124
C 0.21 -1.96 -0.53 -0.407
N -0.68 -1.83 -1.55 0.021
C 0.38 -3.51 -0.01 -0.478
O 1.10 -3.90 0.81 0.148
O -0.52 -4.26 -0.66 0.121
H -0.31 4.25 -0.72 0.038
H -0.01 2.71 -1.07 0.122
H 1.37 3.34 0.85 0.123
H -0.10 3.73 1.66 0.091
H 0.63 1.32 2.29 0.145
H -1.09 1.41 1.72 0.127
H 1.15 0.93 -0.23 0.108
H -0.57 0.73 -0.68 0.094
H -1.13 -1.04 0.67 0.175
H 0.69 -1.18 1.38 0.111
H 1.10 -1.86 -1.10 0.138
H -1.17 -0.94 -1.71 0.109
H -0.21 -1.90 -2.47 0.123
H -0.79 -3.63 -1.30 0.041
```

Computed properties:
SMILES	NCCCC[C@H](N)C(=O)O
Kohn-Sham gap	10.0	eV
energy above the lowest of the compared OMol25 structures with the same formula, charge and spin	3.282	eV

=====

Entry 4:
The following is a quantum chemistry calculation of 2 unconnected molecules or ions with the total composition C6H14N2O2, from OMol25.

Structure (XYZ):
```
24
Properties=species:S:1:pos:R:3:lowdin_charge:R:1
C -0.35 2.30 0.09 -0.068
N 0.07 1.73 1.37 0.013
C 1.22 1.01 1.44 -0.577
C 1.57 0.48 2.80 -0.003
O 1.90 0.77 0.46 0.032
H 0.03 3.30 -0.05 0.085
H 0.08 1.67 -0.67 0.056
H -1.43 2.26 -0.05 0.084
H -0.32 2.17 2.19 0.131
H 2.63 0.25 2.79 0.084
H 1.43 1.13 3.67 0.080
H 1.10 -0.50 2.95 0.085
C -1.31 -0.54 -2.96 -0.091
N -0.44 -0.96 -1.90 0.000
C -0.80 -1.97 -1.06 -0.549
C -0.05 -2.07 0.23 0.009
O -1.73 -2.72 -1.32 0.046
H -1.45 -1.31 -3.72 0.081
H -2.32 -0.36 -2.59 0.086
H -0.92 0.33 -3.47 0.081
H 0.45 -0.51 -1.76 0.123
H -0.64 -2.58 0.98 0.090
H 0.81 -2.73 0.13 0.090
H 0.46 -1.16 0.46 0.032
```

Computed properties:
SMILES	CNC(C)=O.CNC(C)=O
Kohn-Sham gap	10.1	eV
energy above the lowest of the compared OMol25 structures with the same formula, charge and spin	0.734	eV

=====

Entry 5:
The following is a quantum chemistry calculation of 2 unconnected molecules or ions with the total composition C6H14N2O2, from OMol25.

Structure (XYZ):
```
24
Properties=species:S:1:pos:R:3:lowdin_charge:R:1
C -0.55 -1.06 2.33 -0.082
N -0.98 -2.06 1.35 -0.012
C -1.42 -1.53 0.13 -0.557
C -1.59 -2.66 -0.87 -0.014
O -1.82 -0.40 -0.04 0.057
H 0.40 -0.64 2.03 0.081
H -1.29 -0.23 2.35 0.083
H -0.52 -1.54 3.30 0.074
H -0.39 -2.87 1.33 0.122
H -0.57 -2.94 -1.23 0.093
H -2.09 -3.47 -0.33 0.084
H -2.10 -2.33 -1.77 0.075
C 2.37 0.90 -1.69 -0.103
N 1.06 1.11 -1.09 -0.002
C 1.06 2.26 -0.27 -0.532
C -0.25 2.72 0.34 -0.004
O 2.10 2.84 -0.05 0.034
H 2.38 -0.19 -1.94 0.085
H 2.48 1.44 -2.63 0.081
H 3.19 1.25 -1.09 0.073
H 0.22 0.92 -1.62 0.118
H -0.44 1.94 1.10 0.075
H -0.21 3.70 0.78 0.074
H -1.05 2.81 -0.44 0.095
```

Computed properties:
SMILES	CNC(C)=O.CNC(C)=O
Kohn-Sham gap	9.9	eV
energy above the lowest of the compared OMol25 structures with the same formula, charge and spin	1.075	eV

=====

Entry 6:
The following is a quantum chemistry calculation of 2 unconnected molecules or ions with the total composition C6H14N2O2, from OMol25.

Structure (XYZ):
```
24
Properties=species:S:1:pos:R:3:lowdin_charge:R:1
C 1.61 -1.73 -1.44 -0.041
N 0.55 -1.04 -2.25 0.013
C -0.68 -0.74 -1.72 -0.572
C -1.65 0.09 -2.50 -0.003
O -0.98 -1.16 -0.62 0.024
H 1.22 -2.70 -1.27 0.067
H 2.50 -1.70 -2.00 0.073
H 1.71 -1.40 -0.40 0.069
H 0.86 -0.72 -3.15 0.126
H -2.40 0.51 -1.82 0.088
H -1.03 0.89 -3.01 0.095
H -1.93 -0.63 -3.31 0.104
C 1.71 1.60 1.58 -0.084
N 0.58 0.66 1.55 0.027
C -0.44 0.96 2.36 -0.561
C -1.69 0.09 2.27 -0.022
O -0.48 1.89 3.16 0.029
H 1.27 2.68 1.70 0.122
H 2.47 1.58 2.35 0.068
H 2.29 1.49 0.67 0.060
H 0.83 -0.18 1.06 0.097
H -2.52 0.35 1.61 0.068
H -1.48 -0.95 1.99 0.064
H -2.31 0.17 3.20 0.091
```

Computed properties:
SMILES	CNC(C)=O.CNC(C)=O
Kohn-Sham gap	9.8	eV
energy above the lowest of the compared OMol25 structures with the same formula, charge and spin	1.690	eV